Model i:
Formula: C3H10N4
Source: OMol25
Level of theory: ωB97M-V with the def2-TZVPD basis set

Bonds (Å) are listed after each position.
CARTESIAN COORDINATES (ANGSTROEM)
1 C 1.599 -1.738 0.120  N2 1.571, H8 1.245, H9 1.166, H10 1.006
2 N 0.130 -1.308 -0.234  C1 1.571, C3 1.370, H11 1.012
3 C -0.073 0.018 0.044  N2 1.370, N4 1.383, N6 1.432
4 N -1.326 0.604 0.100  C3 1.383, N5 1.478
5 N -2.264 -0.534 -0.001  N4 1.478, H12 0.937, H13 1.010
6 N 1.144 0.758 0.189  C3 1.432, C7 1.523, H14 1.215
7 C 0.694 2.194 -0.049  N6 1.523, H15 1.192, H16 1.105, H17 1.160
8 H 2.233 -0.919 -0.571  C1 1.245
9 H 1.563 -2.814 -0.327  C1 1.166
10 H 1.853 -1.547 1.074  C1 1.006
11 H -0.609 -1.859 0.181  N2 1.012
12 H -2.879 -0.384 0.689  N5 0.937
13 H -2.754 -0.324 -0.859  N5 1.010
14 H 1.664 0.670 -0.906  N6 1.215
15 H 0.322 2.726 0.950  C7 1.192
16 H 1.627 2.649 -0.427  C7 1.105
17 H -0.127 2.319 -0.859  C7 1.160

HOMO-LUMO gap: 0.34185 hartree
SMILES: CNC(=NN)NC
charge: 0
LUMO energy: 0.0265 hartree
spin multiplicity: 1


Model ii:
Formula: C3H10N4
Source: OMol25
Level of theory: ωB97M-V with the def2-TZVPD basis set

Bonds (Å) are listed after each position.
CARTESIAN COORDINATES (ANGSTROEM)
1 H -2.982 1.030 -0.354  N2 1.018
2 N -2.018 1.064 -0.026  H1 1.018, C3 1.277
3 C -1.469 -0.088 -0.057  N2 1.277, C4 1.797, H5 1.091
4 C -1.117 -0.841 1.536  C3 1.797, H6 1.089, H7 1.087, H8 1.087
5 H -1.798 -0.942 -0.652  C3 1.091
6 H -2.112 -1.053 1.923  C4 1.089
7 H -0.616 -0.092 2.146  C4 1.087
8 H -0.549 -1.767 1.490  C4 1.087
9 C 2.245 -0.756 -1.073  N10 1.438, H13 1.089, H14 1.095, H15 1.095
10 N 0.858 -0.606 -0.724  C9 1.438, N11 1.277
11 N 0.408 0.585 -0.814  N10 1.277, N12 1.373
12 N 0.623 1.594 0.092  N11 1.373, H16 1.029, H17 1.011
13 H 2.553 -1.757 -0.773  C9 1.089
14 H 2.372 -0.702 -2.160  C9 1.095
15 H 2.854 0.031 -0.618  C9 1.095
16 H -0.305 1.904 0.411  N12 1.029
17 H 1.055 2.398 -0.345  N12 1.011

HOMO-LUMO gap (alpha / beta): 0.24769 / 0.28099 hartree
SMILES: [H]/N=C/C.C/N=N\N
charge: 0
LUMO energy (alpha / beta): -0.0284 / -0.0072 hartree
spin multiplicity: 1


Stability, highest: model i